Record 1
{"formula": "C6H8N2", "method": "ωB97M-V/def2-TZVPD", "symbols": ["H", "C", "H", "H", "H", "C", "N", "C", "H", "H", "H", "C", "C", "C", "N", "H"], "xyz": [[0.34941, -2.36108, -0.90823], [-1.32899, 0.54632, 1.23150], [0.33318, 2.29592, 2.21671], [-0.21075, -1.66202, -2.46907], [1.66633, 0.04777, -2.01158], [0.09226, -1.49026, -1.49002], [0.88417, 1.65852, 1.67636], [1.21861, -0.53648, -1.15973], [2.13126, -0.88338, -0.64336], [-1.68767, 0.76793, 2.17453], [-2.66603, -0.90317, 0.18391], [-1.71956, -0.37526, 0.26095], [0.30143, 0.20259, -0.27095], [-0.03500, 1.01220, 0.81590], [-0.78858, -0.55237, -0.65293], [1.45995, 2.23277, 1.04601]], "de_lowest_kcal_mol": 55.03, "total_energy_ha": -342.84624, "homo_ev": -7.2782, "multiplicity": 1, "total_charge": 0, "smiles": "Nc1ccn2c1CC2", "gap_ev": 8.308, "lumo_energy_ev": 1.030, "molar_mass_g_mol": 108.14}



Record 2
{"formula": "C6H8N2", "method": "ωB97M-V/def2-TZVPD", "symbols": ["H", "C", "H", "C", "H", "C", "H", "N", "H", "H", "C", "H", "H", "C", "C", "N"], "xyz": [[0.29826, -1.05402, -1.34629], [-1.46205, -0.27271, 0.02164], [-1.61045, 2.04382, -0.19775], [0.85770, -0.42728, 0.52662], [-1.72868, -2.01409, 0.60821], [-0.99063, 1.17810, -0.34648], [-1.37600, -0.24836, 1.18724], [-1.57130, -1.69857, -0.28051], [-0.75229, 1.04638, -1.46308], [0.49666, -0.65922, 1.61431], [2.31208, -0.72418, 0.11297], [0.61047, 2.01079, 0.88389], [1.14926, 1.27846, -0.83333], [-0.20472, -1.07495, -0.23641], [0.56750, 1.15812, 0.15130], [3.40421, -0.54230, -0.40234]], "de_lowest_kcal_mol": 148.67, "total_energy_ha": -342.69702, "homo_ev": -9.5022, "multiplicity": 1, "total_charge": 0, "smiles": "N#C[C@H]1CC[C@H]2N[C@H]12", "gap_ev": 10.219, "lumo_energy_ev": 0.717, "molar_mass_g_mol": 108.14}



Record 3
{"formula": "C6H8N2", "method": "ωB97M-V/def2-TZVPD", "symbols": ["H", "C", "C", "H", "C", "N", "N", "C", "H", "H", "C", "H", "H", "C", "H", "H"], "xyz": [[2.99623, 0.87521, 0.62387], [-1.53092, 0.08361, 0.18421], [0.45231, 1.56798, -0.16366], [-1.69034, 2.23692, -0.12237], [-0.69681, -0.92293, -0.50716], [2.58694, 0.14734, 0.05729], [0.77027, -0.90826, -0.65476], [-0.84888, 1.49032, -0.09575], [-1.40515, 0.02308, 1.36325], [-1.05170, -1.37253, -1.42376], [0.23257, -1.74024, 0.29238], [-2.46310, 0.13664, -0.22159], [0.05564, -2.74272, -0.06056], [1.38362, 0.33023, -0.24355], [0.18310, -1.71497, 1.41280], [1.02620, 2.51032, -0.44065]], "de_lowest_kcal_mol": 78.98, "total_energy_ha": -342.80807, "homo_ev": -9.0359, "multiplicity": 1, "total_charge": 0, "smiles": "[H]/N=C1\\C=CC[C@@H]2CN12", "gap_ev": 9.750, "lumo_energy_ev": 0.714, "molar_mass_g_mol": 108.14}



Record 4
{"formula": "C6H8N2", "method": "ωB97M-V/def2-TZVPD", "symbols": ["C", "C", "H", "H", "N", "H", "C", "H", "H", "C", "C", "H", "H", "C", "N", "H"], "xyz": [[-1.51062, -0.85512, -1.22026], [-0.25068, -0.74337, -0.44607], [-0.23268, 0.06034, 2.07685], [1.19408, -2.45610, -0.51893], [2.98927, -0.27167, 0.82707], [-1.54543, -0.07738, -1.98811], [0.79030, -1.49991, -0.23979], [0.55427, 1.63705, 1.92928], [-2.37189, -0.71938, -0.55992], [0.26080, 0.68013, 0.04077], [-0.18021, 0.96904, 1.47563], [0.86471, 2.39368, -0.61041], [-1.15074, 1.46758, 1.45400], [1.92863, -0.37687, 0.35896], [0.24956, 1.62053, -0.87030], [-1.58937, -1.82855, -1.70879]], "de_lowest_kcal_mol": 92.49, "total_energy_ha": -342.78654, "homo_ev": [-9.3832, -9.3847], "multiplicity": 1, "total_charge": 0, "gap_ev": [8.697, 8.698], "lumo_energy_ev": [-0.686, -0.686], "molar_mass_g_mol": 108.14}



Record 5
{"formula": "C6H8N2", "method": "ωB97M-V/def2-TZVPD", "symbols": ["H", "H", "H", "N", "C", "C", "H", "H", "C", "C", "C", "H", "C", "N", "H", "H"], "xyz": [[-1.87498, 2.04565, 0.07053], [-0.80692, -2.37444, -0.13380], [1.51480, -2.06820, -0.62814], [1.93015, 0.26064, 0.00561], [0.14058, -0.57099, -0.55506], [1.13859, -1.28539, 0.11223], [-0.23726, 0.39281, 1.61670], [2.15765, 0.07695, 1.05070], [0.70289, 1.52011, -0.20931], [-0.13597, 0.73067, 0.49051], [-1.19027, 1.24984, -0.30222], [0.04465, -0.65733, -1.63728], [-0.54809, -1.39671, 0.27902], [-1.93150, -0.40152, 0.19476], [-2.38616, -0.55595, -0.61962], [0.95133, 2.64148, -0.01260]], "de_lowest_kcal_mol": 435.27, "total_energy_ha": -342.24029, "homo_ev": -8.2823, "multiplicity": 1, "total_charge": 0, "gap_ev": 7.317, "lumo_energy_ev": -0.965, "molar_mass_g_mol": 108.14}



Record 6
{"formula": "C6H8N2", "method": "ωB97M-V/def2-TZVPD", "symbols": ["N", "H", "H", "H", "H", "C", "C", "C", "H", "C", "H", "C", "N", "C", "H", "H"], "xyz": [[-1.46758, -0.18349, -0.78032], [-0.14578, -1.20249, 1.86778], [-2.23195, 0.98581, 0.83924], [2.33760, -0.60468, -0.92911], [0.02560, 1.59971, 0.63647], [-1.71358, -0.03597, 0.76954], [1.68282, 0.26261, -0.67733], [-0.19527, -0.40450, -0.52623], [0.16366, -1.46830, -0.43057], [0.20860, 0.53450, 0.61500], [0.20830, -0.15762, -2.54848], [0.21308, 0.30827, -1.56600], [1.43606, 0.12030, 0.89482], [-0.33730, -0.11269, 1.63804], [-2.46515, -0.84835, 1.06933], [2.28089, 1.20689, -0.87219]], "de_lowest_kcal_mol": 410.42, "total_energy_ha": -342.27988, "homo_ev": -7.8033, "multiplicity": 1, "total_charge": 0, "gap_ev": 5.929, "lumo_energy_ev": -1.874, "molar_mass_g_mol": 108.14}



Record 7
{"formula": "C6H8N2", "method": "ωB97M-V/def2-TZVPD", "symbols": ["C", "C", "N", "H", "H", "H", "H", "C", "C", "N", "H", "H", "H", "C", "H", "C"], "xyz": [[0.44399, 0.58347, 1.02892], [-0.55784, 0.44194, -0.08497], [-3.16539, -1.35420, -0.71529], [0.01655, -3.25090, -1.17413], [0.94798, -0.37655, 1.46935], [0.81271, 2.06154, -0.47191], [-2.23066, 1.16813, 0.77162], [0.80967, 1.08797, -0.28002], [-2.00756, -1.51222, -0.75567], [-1.74685, 1.16257, -0.09113], [1.39268, -2.05593, -1.15718], [0.28430, 1.35249, 1.76537], [1.40061, 0.37758, -0.99351], [0.31827, -2.23544, -0.97236], [-2.31174, 0.67861, -0.73180], [-0.70140, -1.42453, -0.82818]], "de_lowest_kcal_mol": 102.99, "total_energy_ha": -342.76981, "homo_ev": -8.9876, "multiplicity": 1, "total_charge": 0, "gap_ev": 9.087, "lumo_energy_ev": 0.099, "molar_mass_g_mol": 108.14}



Record 8
{"formula": "C6H8N2", "method": "ωB97M-V/def2-TZVPD", "symbols": ["C", "C", "H", "H", "C", "H", "H", "H", "C", "N", "H", "H", "N", "C", "H", "C"], "xyz": [[-0.13957, -0.29202, -1.03126], [1.77569, 0.61706, 1.23354], [-1.51576, -3.04729, -0.51144], [-0.25624, 3.52809, 1.51926], [-1.51578, -2.22706, -1.27996], [2.61543, 0.22834, 1.74975], [1.35911, 1.99708, 2.76980], [1.71800, 0.17210, 0.20128], [1.07428, 1.61647, 1.71310], [-0.35069, -1.41595, -1.50074], [0.39609, -1.87351, -2.12801], [-2.35847, -1.56557, -1.04330], [-0.52819, 0.83030, -0.71512], [-0.00252, 2.52841, 1.01656], [-1.76270, -2.81861, -2.15530], [-0.50868, 1.72214, 0.16187]], "de_lowest_kcal_mol": 0.00, "total_energy_ha": -341.97677, "homo_ev": [-17.7129, -20.2976], "multiplicity": 3, "total_charge": 2, "gap_ev": [7.482, 7.148], "lumo_energy_ev": [-10.231, -13.149], "s2": 2.03, "molar_mass_g_mol": 108.14}



Record 9
{"formula": "C6H8N2O2", "method": "ωB97M-V/def2-TZVPD", "symbols": ["C", "C", "H", "H", "C", "N", "H", "C", "H", "N", "O", "C", "H", "C", "H", "H", "H", "O"], "xyz": [[0.75626, 1.11570, 0.31278], [-2.15755, -0.00887, -0.56659], [-2.30103, 1.24786, -1.12201], [2.77996, -2.10896, -0.07047], [-1.23938, -0.42535, 0.64082], [0.88631, -1.37601, 0.20747], [0.02515, 2.09766, 0.86338], [2.11833, 1.08615, 0.09274], [-4.15241, 0.09048, -1.17338], [2.19448, -1.25183, -0.13245], [4.10609, -0.06207, -0.43356], [2.84442, -0.09031, -0.11090], [-1.81939, 0.13470, 1.70963], [0.19680, -0.34526, 0.36599], [2.54743, 2.23518, 0.02590], [-1.49604, -1.61645, 0.90572], [-1.91971, -0.55611, -1.30332], [-3.36973, -0.16652, -0.21174]], "de_lowest_kcal_mol": 179.83, "total_energy_ha": -493.16029, "homo_ev": -9.2179, "multiplicity": 1, "total_charge": 0, "gap_ev": 9.076, "lumo_energy_ev": -0.142, "molar_mass_g_mol": 140.14}



Record 10
{"formula": "C6H8N2O2", "method": "ωB97M-V/def2-TZVPD", "symbols": ["C", "C", "O", "O", "H", "H", "N", "C", "H", "H", "N", "H", "H", "C", "C", "H", "C", "H"], "xyz": [[-0.59560, -0.87527, -0.04261], [0.52931, -0.24580, 0.80393], [-0.17481, 2.35293, -1.55792], [-0.49790, 3.46891, -3.36756], [-1.35404, -1.59674, 0.49897], [1.37964, -0.96751, 0.90305], [0.41107, 0.39517, -2.51973], [-0.17451, 2.47050, -2.85873], [0.05945, 0.13933, 1.64183], [-0.15817, -1.47537, -0.75345], [0.21066, 1.16544, -3.43091], [1.20767, 1.86515, 0.29645], [2.10930, 0.56049, -0.46781], [1.09904, 0.81199, -0.11792], [0.12851, 0.90600, -1.16891], [-1.77763, 0.02931, -1.53748], [-1.16795, 0.30895, -0.68147], [-1.62310, 1.10396, -0.02177]], "de_lowest_kcal_mol": 56.02, "total_energy_ha": -493.35760, "homo_ev": -9.8233, "multiplicity": 1, "total_charge": 0, "smiles": "O=C1N=NC2(CCCC2)O1", "gap_ev": 9.672, "lumo_energy_ev": -0.151, "molar_mass_g_mol": 140.14}